C38H31BrF6GeN3O2RuSSb | the ωB97M-V functional and the def2-TZVPD basis

The geometry in XYZ format:
```
85
Properties=species:S:1:pos:R:3:forces:R:3
H 0.1494 5.8887 1.5800 0.037 0.032 -0.064
C 3.7535 -2.1546 4.4268 -0.014 0.093 -0.077
F -1.9448 1.4389 -2.5376 0.473 0.106 -0.143
H 1.3074 -0.6187 -4.3821 -0.026 0.055 0.043
H 2.3036 3.1691 5.2211 -0.120 0.050 -0.015
H 0.2545 3.5727 -0.2938 0.001 -0.110 0.038
C 0.5446 6.3906 0.7032 -0.076 -0.036 0.168
F -4.4651 -0.2110 -0.3171 -0.299 -0.057 0.208
H 4.7055 5.4190 0.7748 0.004 -0.027 0.026
C 0.7943 5.7017 -0.4728 -0.101 -0.376 0.026
C 0.2492 -1.8396 -2.4237 -0.088 0.155 0.000
C 1.5773 2.7303 -4.0388 -0.015 0.295 0.087
C 0.7871 0.4693 -2.6169 -0.070 -0.105 -0.012
C 1.3117 6.3304 -1.5929 0.102 -0.225 -0.437
C 0.2165 -1.9340 2.4124 0.001 -0.126 0.187
H 4.3217 -2.9996 4.0532 -0.036 0.042 0.019
C 0.6736 1.7414 -1.9812 -0.273 0.257 0.620
C 3.7662 3.7264 1.7100 0.142 -0.065 0.093
H 3.4551 -3.0087 6.3729 0.013 0.063 -0.011
S -0.5462 -0.4650 2.8686 -0.006 0.751 -0.485
N 1.4483 5.3292 -2.5664 0.079 0.389 -0.023
C 1.0438 4.1447 -2.0683 0.121 0.039 0.002
O 0.3701 -0.5499 -1.8316 0.091 -0.018 -0.091
C 6.1365 4.1381 1.7433 -0.021 -0.022 0.032
C 2.7622 0.0297 4.0592 0.042 -0.277 -0.040
H 0.7174 4.7453 6.2608 -0.014 -0.026 -0.080
H 1.6888 0.8441 5.7411 0.017 -0.079 -0.034
C 2.2819 0.0150 5.3684 0.081 -0.111 0.006
C 5.2326 2.1946 2.8479 -0.084 0.083 -0.021
C 1.0442 2.7363 3.5253 -0.185 0.120 0.036
C 0.4658 4.2755 5.3156 0.035 -0.049 -0.072
H -0.2655 -2.4549 -1.6976 -0.072 -0.063 0.093
O 0.1964 1.8434 -0.7768 -0.135 0.210 -0.432
C 1.0562 -4.1468 2.6891 -0.044 0.022 0.036
Ge 2.3602 1.4689 2.8193 -0.079 0.186 0.047
C 1.2426 0.3450 -3.8953 0.137 0.060 -0.204
N 0.6846 -1.8918 1.1522 -0.820 1.073 0.159
C 1.3434 -2.9459 0.6489 0.022 0.306 -0.271
C 0.8267 7.7456 0.7008 0.010 0.025 -0.023
H 2.5941 0.6722 0.2932 0.058 0.083 -0.030
H -1.9919 4.1918 2.9783 0.091 -0.043 0.037
F -2.8454 2.0687 -0.2026 -0.168 0.429 0.349
C 3.4986 -1.0671 3.5964 -0.029 0.101 0.124
C -0.1633 3.0658 2.9010 0.212 0.174 0.440
C -0.7420 4.5678 4.6907 0.063 -0.031 -0.013
H 3.8761 -1.0728 2.5753 -0.036 -0.041 0.090
C -1.0533 3.9675 3.4764 0.090 0.041 0.032
H 2.1674 -1.0682 7.2171 -0.004 -0.011 -0.042
H 5.3845 1.2933 3.4384 0.014 0.100 -0.079
H -0.3530 -1.7832 -3.3283 -0.063 0.018 -0.041
C 0.3960 -3.0619 3.2200 0.133 -0.189 0.000
C 3.9408 2.5581 2.4633 0.185 0.111 -0.168
H 1.7834 5.4667 -3.5026 0.036 -0.021 -0.020
C 1.5401 -4.0955 1.3750 -0.023 -0.063 0.143
C 3.2712 -2.1567 5.7282 -0.061 0.079 0.006
H 0.0324 -3.0454 4.2411 0.017 -0.024 -0.120
H 1.5443 9.4470 -0.3975 0.009 -0.065 -0.005
Br 2.2598 1.3044 -6.3819 0.004 -0.016 0.017
H 6.9890 4.7495 1.4673 -0.061 -0.044 0.019
F -2.8668 -0.9133 -2.3868 -0.191 -0.473 -0.384
H 2.0098 8.1786 -2.4768 -0.053 -0.049 0.057
H -0.4299 2.6153 1.9667 -0.149 -0.318 -0.406
C 1.0958 2.8637 -2.7138 0.029 0.177 -0.010
H 7.3243 2.6915 2.7948 -0.056 0.021 -0.001
F -1.9549 -0.2964 -0.0928 0.573 0.038 0.016
N 0.6400 4.3594 -0.8169 -0.147 0.136 0.333
Ru 0.0859 0.1985 0.6363 3.301 -2.168 0.674
C 6.3245 2.9825 2.4919 -0.060 -0.013 -0.024
H 1.2337 -2.2548 -2.6477 0.059 -0.004 -0.041
H -1.4380 5.2618 5.1483 0.041 -0.039 -0.016
C 2.5405 -1.0691 6.1996 0.040 -0.028 -0.067
C 1.3531 3.3757 4.7316 -0.039 -0.017 -0.055
C 1.6351 1.5013 -4.6049 0.013 -0.249 -0.068
F -4.5281 1.4238 -2.3130 -0.174 0.078 -0.187
H 0.6452 8.3265 1.5965 0.007 -0.039 -0.044
C 4.8550 4.5144 1.3540 -0.053 -0.109 0.026
C 1.8351 0.7088 1.0862 -2.160 -0.362 -0.084
H 2.7632 4.0286 1.4098 0.109 0.003 0.027
H 1.7274 -2.8448 -0.3594 -0.072 0.026 0.058
H 2.0564 -4.9373 0.9311 -0.010 0.104 0.032
H 1.9014 3.5936 -4.6094 -0.049 -0.055 0.046
C 1.5993 7.6848 -1.6036 0.054 0.161 -0.035
Sb -3.1454 0.6161 -1.3470 -0.278 -0.109 0.112
C 1.3428 8.3835 -0.4343 -0.006 -0.032 -0.024
H 1.2123 -5.0372 3.2909 -0.023 0.092 -0.071
```
Positions in Å, forces in eV/Å.

Values from the calculation:
LUMO (spin up / spin down): -0.8 / -0.8 eV
Strongest force on any atom: 4.01 eV Å⁻¹
HOMO energy (spin up / spin down): -0.2823 / -0.2812 Eh
Kohn-Sham gap (spin up / spin down): 6.9 / 6.9 eV
Relative energy (zero: lowest compared OMol25 entry of this formula, charge and spin): 16.32 kcal per mole
Charge: 0
E: -211295.660 eV